{"formula": "C4H11ClNO3", "method": "the ωB97M-V functional and the def2-TZVPD basis", "symbols": ["C", "C", "C", "C", "N", "O", "O", "O", "Cl", "H", "H", "H", "H", "H", "H", "H", "H", "H", "H", "H"], "coordinates": [[1.354, 0.135, -0.290], [0.338, 1.256, 1.771], [-0.773, -1.978, -1.404], [0.232, 0.072, 0.726], [-1.050, 0.327, 0.047], [0.911, 1.104, -1.298], [-0.816, 1.273, 2.393], [-0.653, -1.623, -2.621], [-1.139, -3.598, -1.082], [1.434, -0.768, -0.853], [2.348, 0.437, 0.014], [0.397, 2.286, 1.366], [1.263, 1.181, 2.345], [0.018, -0.780, 1.310], [-1.942, 0.519, 0.626], [-1.252, -0.619, -0.487], [-0.805, 0.976, -0.637], [1.577, 1.129, -1.922], [-0.889, 0.970, 3.316], [-0.553, -2.300, -3.318]], "charge": 1}

---

{"formula": "C4H11ClNOP", "method": "the ωB97M-V functional and the def2-TZVPD basis", "symbols": ["C", "C", "C", "N", "P", "C", "O", "Cl", "H", "H", "H", "H", "H", "H", "H", "H", "H", "H", "H"], "coordinates": [[0.618, -2.113, 2.526], [0.351, -0.715, 1.768], [0.092, -0.776, 0.297], [0.003, 0.648, -0.090], [-0.832, 0.726, -1.940], [-0.582, 2.525, -2.324], [-2.212, 0.199, -2.009], [0.387, -0.316, -3.095], [0.767, -1.992, 3.636], [-0.029, -2.878, 2.179], [1.723, -2.236, 2.352], [1.113, 0.053, 1.905], [-0.624, -0.227, 2.132], [0.904, -1.352, -0.364], [-0.862, -1.159, 0.029], [0.866, 1.120, -0.033], [-1.147, 2.931, -3.184], [-0.951, 2.946, -1.399], [0.417, 2.615, -2.387]], "smiles": "CCCN[P@](C)(=O)Cl"}

---

Energy relative to the best compared isomer or geometry (same formula, charge and spin) (computed, kJ/mol): 265.80; 100.94
Lowest unoccupied orbital energy (computed, eV): -3.943; 0.630